Record 1
79
Properties=species:S:1:pos:R:3:lowdin_charge:R:1 method="wB97M-V/def2-TZVPD" orbital_gap_ev="6.3 / 6.5" s_squared=6.02 spin_multiplicity=5 lumo_energy_ev="0.318 / -1.531" relative_energy_kj_mol=124.5
Pt 0.2749 0.1494 -0.0931 0.26
C 1.4160 4.5017 0.5916 -0.09
N 2.5483 3.5859 0.6160 -0.12
C 3.6422 3.7625 1.4350 -0.04
C 4.5239 2.8062 1.0958 -0.06
N 3.9792 2.0551 0.0741 0.01
B 4.9649 1.0032 -0.5991 -0.44
N 4.2227 0.1269 -1.6388 -0.02
C 4.4549 0.1662 -2.9978 -0.04
C 3.5115 -0.5986 -3.5912 -0.04
N 2.7178 -1.1031 -2.5773 -0.11
C 1.4665 -1.8282 -2.8031 -0.01
C 3.1522 -0.6309 -1.4064 -0.76
S 2.4948 -0.9550 0.1545 0.62
C 2.7555 2.5185 -0.2081 -0.65
S 1.5632 1.9802 -1.3686 0.58
H 1.0524 4.6594 1.6057 0.08
H 0.6344 4.0730 -0.0272 -0.02
H 1.7164 5.4561 0.1595 0.10
H 3.6834 4.5396 2.1778 0.12
H 5.5038 2.5893 1.4820 0.12
H 5.8121 1.6272 -1.2088 0.08
H 5.4263 0.3270 0.2960 0.07
H 5.2659 0.7346 -3.4155 0.12
H 3.3313 -0.8350 -4.6246 0.12
H 1.3030 -1.8677 -3.8763 0.10
H 0.6377 -1.2999 -2.3421 0.04
H 1.5145 -2.8344 -2.3968 0.08
N -2.0055 -0.1134 -0.8776 -0.02
C -2.8391 -0.6437 0.1290 -0.36
C -4.1259 -0.1509 0.3493 -0.01
C -4.9125 -0.7203 1.3340 -0.06
C -4.4380 -1.7802 2.1146 -0.07
C -3.1402 -2.2234 1.9319 -0.07
C -2.3264 -1.6379 0.9609 -0.34
P -0.5563 -1.9134 0.7734 0.91
C -0.3884 -3.5162 -0.0852 -0.34
C 0.8545 -4.1372 -0.2471 -0.15
C 0.9591 -5.3331 -0.9420 -0.08
C -0.1688 -5.9181 -1.5057 -0.08
C -1.4019 -5.3015 -1.3684 -0.08
C -1.5124 -4.1075 -0.6625 -0.08
C 0.0473 -2.1948 2.4718 -0.35
C -0.1462 -1.1634 3.3918 -0.11
C 0.2872 -1.2946 4.6994 -0.07
C 0.9363 -2.4571 5.1037 -0.08
C 1.1285 -3.4878 4.1989 -0.07
C 0.6801 -3.3607 2.8870 -0.07
H -2.2830 0.7453 -1.3480 0.07
H -1.6328 -0.7829 -1.5365 0.08
H -4.4994 0.6604 -0.2653 0.11
H -5.9167 -0.3454 1.4884 0.11
H -5.0664 -2.2271 2.8734 0.10
H -2.7372 -3.0009 2.5717 0.12
H 1.7459 -3.6733 0.1522 0.07
H 1.9279 -5.8053 -1.0473 0.11
H -0.0832 -6.8477 -2.0542 0.10
H -2.2881 -5.7509 -1.7992 0.11
H -2.4844 -3.6406 -0.5595 0.10
H -0.6457 -0.2529 3.0841 0.02
H 0.1205 -0.4888 5.4030 0.11
H 1.2897 -2.5542 6.1223 0.10
H 1.6221 -4.4002 4.5078 0.10
H 0.8196 -4.1847 2.2021 0.09
Te -0.8936 2.0138 1.2704 0.96
C -1.8247 5.0524 -0.9404 0.01
C -2.5621 3.7548 -1.2760 -0.50
O -1.9148 2.6313 -0.8657 -0.45
C -3.9784 3.8158 -0.6335 -0.56
F -3.8949 3.5788 0.6848 0.11
F -4.7964 2.8680 -1.1387 0.13
F -4.5999 4.9922 -0.7705 0.15
C -2.7267 3.6538 -2.8172 -0.56
F -1.5694 3.9316 -3.4312 0.15
F -3.0909 2.4293 -3.2124 0.15
F -3.6478 4.5106 -3.2945 0.15
H -1.6579 5.0756 0.1381 0.08
H -2.3700 5.9506 -1.2304 0.10
H -0.8625 5.0369 -1.4482 0.09

Record 2
72
Properties=species:S:1:pos:R:3:lowdin_charge:R:1 method="wB97M-V/def2-TZVPD" orbital_gap_ev="5.4 / 5.4" total_charge=+1 lumo_energy_ev="-5.361 / -5.362" relative_energy_kj_mol=0.0
Ir -1.2256 -0.3986 0.5447 0.93
C -2.7301 3.0126 0.8065 -0.21
P -3.0678 1.2255 0.5715 0.82
C -4.4997 1.1835 -0.5563 -0.20
C -3.8546 0.7397 2.1703 -0.39
C -2.8864 0.7698 3.3513 -0.35
P -1.2234 0.0215 2.9661 0.84
C -0.9946 -1.1760 4.3312 -0.21
C -0.0692 1.3569 3.4517 -0.22
H -3.6473 3.5410 1.0572 0.07
H -2.3117 3.4263 -0.1074 0.04
H -1.9986 3.1494 1.5993 0.04
H -5.3228 1.7791 -0.1624 0.07
H -4.8190 0.1489 -0.6669 0.05
H -4.2066 1.5630 -1.5323 0.06
H -4.2032 -0.2814 2.0075 0.07
H -4.7251 1.3681 2.3792 0.10
H -3.3203 0.2188 4.1895 0.10
H -2.7158 1.8006 3.6669 0.09
H -1.0645 -0.6500 5.2826 0.07
H -0.0142 -1.6423 4.2534 0.06
H -1.7518 -1.9555 4.2827 0.06
H -0.3051 1.7367 4.4463 0.07
H -0.1250 2.1594 2.7181 0.04
H 0.9443 0.9628 3.4430 0.05
Cl -2.2405 -7.7063 0.8113 0.71
C -2.4668 -6.0184 0.6744 -0.72
C -1.3754 -5.1872 0.4023 -0.71
Cl 0.1835 -5.8556 0.1777 0.73
C -1.5495 -3.8173 0.3480 -0.58
Cl -0.2156 -2.7832 0.0157 0.79
C -2.8049 -3.1905 0.5835 -0.49
O -2.9424 -1.9259 0.6211 -0.26
C -3.9018 -4.0758 0.8083 -0.62
Cl -5.4440 -3.3784 1.0522 0.73
C -3.7339 -5.4509 0.8640 -0.70
Cl -5.0717 -6.4701 1.2003 0.72
O 0.5467 0.5518 -0.2342 -0.48
Si 1.7945 0.7573 -1.1590 0.45
C 1.8412 -0.6036 -2.5060 -0.23
C 2.1920 -1.8888 -2.1220 -0.16
C 2.1142 -2.9348 -3.0260 -0.09
C 1.7017 -2.6957 -4.3261 -0.08
C 1.3673 -1.4116 -4.7178 -0.08
C 1.4317 -0.3669 -3.8081 -0.09
C 3.4310 0.6971 -0.1775 -0.22
C 4.5748 0.0981 -0.6840 -0.10
C 5.7370 0.0613 0.0699 -0.08
C 5.7591 0.6151 1.3389 -0.08
C 4.6222 1.2186 1.8478 -0.09
C 3.4687 1.2697 1.0862 -0.11
C 1.6831 2.4737 -1.9931 -0.23
C 0.5735 3.2650 -1.7477 -0.11
C 0.4778 4.5257 -2.3115 -0.09
C 1.4930 4.9950 -3.1274 -0.09
C 2.6013 4.2044 -3.3753 -0.08
C 2.7001 2.9445 -2.8065 -0.09
H 2.5193 -2.0824 -1.1107 0.09
H 2.3745 -3.9339 -2.7095 0.10
H 1.6308 -3.5120 -5.0303 0.11
H 1.0495 -1.2167 -5.7321 0.10
H 1.1489 0.6281 -4.1186 0.10
H 4.5676 -0.3563 -1.6640 0.10
H 6.6248 -0.3968 -0.3402 0.11
H 6.6627 0.5745 1.9273 0.10
H 4.6346 1.6596 2.8337 0.10
H 2.5869 1.7535 1.4755 0.08
H -0.2131 2.8854 -1.1128 0.06
H -0.3872 5.1426 -2.1123 0.10
H 1.4228 5.9781 -3.5704 0.10
H 3.3976 4.5651 -4.0092 0.11
H 3.5709 2.3351 -2.9995 0.11

Record 3
73
Properties=species:S:1:pos:R:3:lowdin_charge:R:1 method="wB97M-V/def2-TZVPD" orbital_gap_ev="7.1 / 4.3" total_charge=+2 s_squared=6.09 spin_multiplicity=5 lumo_energy_ev="-5.773 / -8.916" relative_energy_kj_mol=27.6
Pd 0.6074 -1.0896 0.1552 0.99
C 0.9524 -6.5508 0.7869 0.00
N 0.7554 -5.1971 1.3196 -0.11
C 0.5251 -5.1008 2.7641 0.01
C 0.7862 -4.1168 0.5661 -0.37
O 0.5762 -2.9791 1.0498 -0.11
C 1.0501 -4.2589 -0.9275 -0.08
O 1.5546 -3.0431 -1.4405 -0.16
C 2.9553 -2.9820 -1.5982 -0.09
C 3.5087 -1.7684 -0.8597 -0.37
O 2.7332 -1.0139 -0.2339 -0.11
N 4.8038 -1.5209 -0.9350 -0.12
C 5.7616 -2.3676 -1.6479 0.00
C 5.3735 -0.3182 -0.3278 0.01
H 0.4507 -7.2494 1.4506 0.10
H 2.0111 -6.8106 0.7526 0.11
H 0.5129 -6.6623 -0.2005 0.10
H 1.2732 -5.7007 3.2793 0.11
H -0.4668 -5.4799 3.0072 0.11
H 0.6008 -4.0685 3.0824 0.09
H 0.1025 -4.4598 -1.4310 0.16
H 1.7300 -5.0829 -1.1353 0.13
H 3.1849 -2.8889 -2.6612 0.15
H 3.4318 -3.8878 -1.2180 0.14
H 5.3065 -3.2821 -2.0089 0.08
H 6.5752 -2.6284 -0.9731 0.11
H 6.1777 -1.8244 -2.4962 0.11
H 4.6521 0.1364 0.3406 0.08
H 5.6454 0.3938 -1.1073 0.11
H 6.2679 -0.5910 0.2296 0.10
S 1.4073 -0.0106 2.2422 0.96
C 1.3117 1.5354 1.4354 -0.77
N 1.7135 2.5250 2.2574 0.07
N 1.3935 3.7883 1.8680 0.09
C 0.1511 4.3148 1.8186 -0.20
C -1.0030 3.5418 2.0873 0.02
C -2.2284 4.1549 2.0501 -0.02
C -2.3350 5.5156 1.7272 0.01
C -1.1925 6.2756 1.4455 -0.03
C 0.0448 5.6942 1.5008 0.03
N 0.8752 1.7607 0.2128 0.05
N 0.5611 0.7578 -0.5485 -0.12
C -0.0594 1.0445 -1.7778 -0.26
C -0.1983 0.0087 -2.6996 -0.03
C -0.8202 0.2445 -3.9107 -0.06
C -1.3111 1.5108 -4.2052 -0.06
C -1.1739 2.5415 -3.2819 -0.06
C -0.5462 2.3183 -2.0696 -0.01
H 2.1805 4.4295 1.8468 0.18
H -0.9157 2.4972 2.3507 0.11
H -3.1151 3.5869 2.2918 0.11
H -3.3091 5.9877 1.7089 0.13
H -1.2849 7.3235 1.1953 0.13
H 0.9394 6.2692 1.2923 0.13
H 0.1880 -0.9772 -2.4668 0.09
H -0.9267 -0.5563 -4.6301 0.12
H -1.8016 1.6934 -5.1521 0.12
H -1.5644 3.5244 -3.5102 0.11
H -0.4471 3.1046 -1.3354 0.10
N -7.7703 3.8013 0.8807 0.18
C -6.9372 3.0175 0.7757 -0.17
C -5.8501 2.0743 0.6815 -0.22
C -5.3309 1.7163 -0.5579 -0.01
C -4.2174 0.8971 -0.6272 -0.01
C -3.6155 0.4322 0.5395 -0.25
C -4.1839 0.7369 1.7773 -0.03
C -5.2952 1.5565 1.8498 -0.03
C -2.3566 -0.2629 0.4807 -0.09
C -1.2859 -0.8134 0.4405 -0.12
H -5.8022 2.0857 -1.4586 0.13
H -3.7979 0.6233 -1.5870 0.12
H -3.7454 0.3211 2.6763 0.12
H -5.7445 1.8025 2.8037 0.13

Record 4
77
Properties=species:S:1:pos:R:3:lowdin_charge:R:1 method="wB97M-V/def2-TZVPD" orbital_gap_ev=6.4 total_charge=+2 lumo_energy_ev=-6.560
Ta -0.1890 -0.4974 0.0055 1.49
C -2.7775 2.5556 2.2932 0.02
C -2.3491 1.6054 1.2174 -0.18
N -1.3027 0.8532 1.3894 -0.11
N -0.6438 0.9918 2.6236 -0.04
C 0.6317 1.0594 2.5176 -1.01
S 1.4491 1.1303 0.9146 0.59
S 1.5620 0.9433 3.9850 0.96
C 2.7265 2.3364 3.7227 -0.40
C 2.0353 3.6737 3.7477 -0.31
C 1.6189 4.2272 4.9549 -0.04
C 0.9258 5.4272 4.9775 -0.06
C 0.6356 6.0896 3.7895 -0.08
C 1.0528 5.5498 2.5818 -0.08
C 1.7490 4.3447 2.5623 -0.07
C -3.1126 1.5530 -0.0401 -0.10
C -4.3681 2.1579 -0.1354 0.00
C -5.0878 2.1199 -1.3141 -0.04
C -4.5587 1.4764 -2.4296 -0.03
C -3.3115 0.8791 -2.3634 0.01
C -2.6153 0.9299 -1.1767 -0.26
O -1.3892 0.3408 -1.0927 -0.28
H -1.9671 2.7745 2.9771 0.08
H -3.5894 2.1023 2.8709 0.12
H -3.1469 3.4805 1.8559 0.10
H 3.2648 2.1665 2.7921 0.06
H 3.4236 2.2175 4.5516 0.09
H 1.8392 3.7140 5.8852 0.12
H 0.6148 5.8509 5.9242 0.11
H 0.0998 7.0302 3.8092 0.11
H 0.8512 6.0744 1.6550 0.10
H 2.0957 3.9358 1.6186 0.08
H -4.7930 2.6479 0.7298 0.12
H -6.0615 2.5871 -1.3658 0.12
H -5.1244 1.4354 -3.3515 0.12
H -2.8791 0.3536 -3.2064 0.12
N 4.4641 -6.6047 1.5432 0.16
C 3.4230 -5.7622 1.4135 -0.28
C 2.1034 -6.2646 1.3441 0.00
C 1.0399 -5.4153 1.2348 -0.05
C 1.2766 -4.0322 1.1879 -0.33
C 2.5811 -3.5067 1.2257 -0.04
C 3.6378 -4.3669 1.3395 0.00
S -0.0431 -2.9899 1.0627 0.72
O 0.4534 -1.6038 1.5124 -0.49
O -1.2243 -3.4223 1.7198 -0.21
N -0.3558 -2.4461 -0.4692 -0.28
C -0.9912 -3.3029 -1.4231 -0.45
N -1.4795 -2.6985 -2.4883 0.13
C -2.0737 -3.5106 -3.3669 -0.09
C -2.1719 -4.8752 -3.1684 -0.02
C -1.6069 -5.3746 -2.0112 -0.07
N -1.0013 -4.5823 -1.1242 0.15
H 4.3198 -7.5933 1.6478 0.12
H 5.4009 -6.2602 1.6543 0.12
H 1.9364 -7.3344 1.3876 0.13
H 0.0270 -5.7970 1.1940 0.12
H 2.7591 -2.4397 1.1945 0.12
H 4.6473 -3.9772 1.3866 0.12
H -2.4834 -3.0441 -4.2552 0.12
H -2.6700 -5.5172 -3.8800 0.12
H -1.6294 -6.4318 -1.7789 0.13
C 0.7665 -0.1202 -5.0176 -0.01
N 0.8692 1.0113 -4.0985 -0.13
C 0.6045 2.3918 -4.5434 -0.07
C 0.7559 3.2139 -3.2501 -0.08
N 0.9595 2.1590 -2.2438 0.04
C 1.0639 0.9570 -2.7947 -0.71
S 1.4416 -0.5238 -1.9683 0.71
H 1.0764 0.2156 -6.0042 0.10
H -0.2593 -0.4870 -5.0650 0.10
H 1.4178 -0.9279 -4.6986 0.07
H -0.3980 2.4553 -4.9652 0.13
H 1.3202 2.6766 -5.3110 0.13
H -0.1319 3.7966 -3.0232 0.12
H 1.6147 3.8797 -3.2816 0.13
H 1.2509 2.3379 -1.2943 0.06

Record 5
77
Properties=species:S:1:pos:R:3:lowdin_charge:R:1 method="wB97M-V/def2-TZVPD" orbital_gap_ev="6.3 / 6.7" total_charge=+2 s_squared=2.01 spin_multiplicity=3 lumo_energy_ev="-7.284 / -7.284" relative_energy_kj_mol=338.5
Mo 2.4932 0.2375 0.6984 1.79
O 6.5718 -1.3530 0.5394 -0.20
As 5.0757 -1.0280 1.3627 0.97
O 4.1906 -2.3607 1.3120 -0.41
O 4.2307 0.1182 0.2938 -0.51
C 5.6517 0.1261 2.8508 -0.22
C 7.0195 0.2481 3.0710 -0.05
C 7.4827 1.1089 4.0571 -0.02
C 6.5948 1.8717 4.8016 -0.01
C 5.2306 1.7465 4.5831 -0.03
C 4.7688 0.8603 3.6261 -0.27
S 2.9999 0.7913 3.4661 0.58
O 2.5710 1.9794 2.7343 -0.33
O 2.3648 0.5441 4.7031 -0.19
O 2.7244 -0.3396 2.4232 -0.55
H 6.5364 -2.1776 0.0308 0.08
H 7.7135 -0.3259 2.4688 0.11
H 8.5428 1.1888 4.2433 0.13
H 6.9490 2.5541 5.5583 0.13
H 4.5062 2.3180 5.1433 0.13
C -1.7112 2.6294 -0.1258 -0.04
O -1.3546 1.5585 -0.9876 -0.12
C -2.2431 1.2124 -1.9696 -0.21
C -3.5988 1.5251 -1.9311 0.01
C -4.4723 1.0500 -2.8946 -0.04
C -4.0168 0.2279 -3.9146 -0.05
C -2.6740 -0.0725 -3.9833 0.00
C -1.7681 0.4370 -3.0505 -0.17
N -0.4318 0.0552 -3.1931 0.17
C 0.6655 0.6690 -2.7718 0.07
C 0.7663 2.0318 -2.3777 -0.14
C 0.1311 3.1062 -3.0276 0.01
C 0.3489 4.4052 -2.6316 -0.03
C 1.1749 4.6893 -1.5419 -0.01
C 1.7842 3.6644 -0.8507 0.03
C 1.6005 2.3412 -1.2621 -0.27
O 2.0852 1.3512 -0.5382 -0.30
H -0.7985 2.9075 0.3997 0.09
H -2.4685 2.3276 0.6000 0.10
H -2.0676 3.4884 -0.6987 0.11
H -3.9928 2.1342 -1.1330 0.12
H -5.5151 1.3223 -2.8397 0.13
H -4.6997 -0.1755 -4.6453 0.12
H -2.2943 -0.6959 -4.7793 0.13
H -0.3049 -0.8268 -3.6819 0.18
H 1.5677 0.0621 -2.7021 0.16
H -0.4982 2.8985 -3.8785 0.14
H -0.1123 5.2175 -3.1734 0.13
H 1.3434 5.7102 -1.2406 0.13
H 2.4233 3.8463 0.0047 0.13
C -4.3056 -5.0753 0.7295 -0.05
C -3.5487 -4.7340 -0.5529 -0.18
N -2.9453 -3.4109 -0.4661 -0.06
C -3.5764 -2.3138 -1.1672 -0.21
C -4.9830 -1.9854 -0.6752 -0.05
C -1.7284 -3.3172 0.1073 -0.43
O -1.0237 -4.2631 0.3863 0.12
C -1.2509 -1.9436 0.5232 -0.08
C -1.9986 -1.1585 1.4060 0.06
C -1.4025 -0.0302 1.9612 0.00
C -0.1175 0.3054 1.6042 -0.11
N 0.6193 -0.4487 0.7425 -0.13
C 0.0500 -1.5673 0.2471 -0.01
H -4.7459 -6.0638 0.6424 0.08
H -5.0958 -4.3553 0.9219 0.06
H -3.6226 -5.0827 1.5741 0.08
H -4.2095 -4.7584 -1.4194 0.13
H -2.7482 -5.4661 -0.6904 0.13
H -3.6360 -2.5829 -2.2297 0.13
H -2.9368 -1.4300 -1.0879 0.09
H -5.6697 -2.7976 -0.8896 0.08
H -5.3361 -1.0928 -1.1847 0.06
H -4.9955 -1.7968 0.3939 0.07
H -3.0013 -1.4411 1.6788 0.13
H -1.9353 0.5934 2.6617 0.13
H 0.3691 1.2018 2.0086 0.12
H 0.6883 -2.1907 -0.3722 0.15

Record 6
71
Properties=species:S:1:pos:R:3:lowdin_charge:R:1 method="wB97M-V/def2-TZVPD" orbital_gap_ev="3.7 / 4.9" s_squared=0.85 spin_multiplicity=2 lumo_energy_ev="-0.914 / -0.918" relative_energy_kj_mol=2182.5
Ru -0.6460 -0.3447 0.0837 1.24
C -2.0032 5.1907 2.0584 -0.03
C -1.2760 4.0596 1.4030 -0.19
C -0.1076 4.2873 0.6707 0.03
C 0.8421 3.2822 -0.0220 -0.10
C 1.8955 3.7174 -0.7524 -0.07
N 2.9903 3.0866 -1.3218 0.00
C 3.5695 1.7380 -1.2532 -0.19
C 3.2726 0.7210 -2.4014 -0.15
C 2.0298 0.9164 -3.2542 -0.14
N 1.7370 -0.1867 -4.2306 0.09
C 1.4928 -1.4803 -4.2502 0.00
C 1.4127 -2.5162 -3.2842 -0.12
C 1.8663 -3.8004 -3.6925 0.00
C 1.6743 -4.9215 -2.9316 -0.27
C 2.2113 -6.2639 -3.3588 -0.06
C 0.9966 -4.7832 -1.6906 0.03
C 0.5366 -3.5711 -1.2558 -0.11
C -0.0275 -3.4557 0.0962 -0.08
N -0.2018 -2.3848 0.8016 -0.02
C -0.1323 -2.8158 2.2534 -0.19
C -1.5032 -3.0409 2.9293 -0.17
C -2.1727 -1.7090 3.2820 -0.27
N -2.2658 -0.8855 2.0976 0.02
C -1.0783 -0.0660 1.8937 -0.47
C -0.8116 1.4758 0.9881 -0.35
C -1.7237 2.7015 1.6397 -0.09
C 0.5473 1.8408 0.0677 -0.44
O 1.2532 0.9661 -0.5772 -0.10
C 0.7209 -2.3716 -2.0398 -0.33
O 0.2585 -1.3134 -1.6129 -0.09
H -1.8241 6.1169 1.5123 0.08
H -1.6592 5.3187 3.0868 0.10
H -3.0775 5.0156 2.0798 0.06
H 0.1816 5.3295 0.5755 0.09
H 1.8939 4.7837 -0.9576 0.12
H 3.5895 3.7102 -1.8307 0.11
H 3.3915 1.3173 -0.2729 0.11
H 4.6497 1.9184 -1.2765 0.11
H 3.2833 -0.2842 -1.9725 0.11
H 4.1351 0.7421 -3.0754 0.10
H 2.2364 1.7623 -3.9150 0.12
H 1.1046 1.1781 -2.7509 0.11
H 1.5694 0.2301 -5.1345 0.14
H 1.3152 -1.8285 -5.2663 0.14
H 2.3750 -3.9021 -4.6459 0.12
H 2.3398 -6.3079 -4.4400 0.07
H 1.5255 -7.0643 -3.0791 0.08
H 3.1785 -6.4626 -2.8927 0.08
H 0.8628 -5.6554 -1.0573 0.12
H -0.1984 -4.4319 0.5539 0.13
H 0.4530 -2.0800 2.8094 0.11
H 0.4603 -3.7256 2.3375 0.10
H -1.3640 -3.6084 3.8559 0.11
H -2.1389 -3.6307 2.2656 0.11
H -1.6062 -1.2146 4.0804 0.10
H -3.1751 -1.8757 3.6876 0.11
H -0.1783 -0.2357 2.4785 0.12
H -2.4973 2.5235 2.2528 -0.03
Br -5.0749 3.7020 4.2826 0.67
C -3.8938 2.6627 3.2195 -0.72
C -4.1654 2.6107 1.8176 -0.16
C -3.2786 1.8458 0.9505 0.01
C -2.0985 1.0536 1.5721 -0.26
C -1.8957 1.2055 3.2334 -0.05
C -2.7822 1.9896 3.9269 -0.12
H -5.0135 3.1247 1.3938 0.09
H -3.4235 1.7364 -0.1141 0.12
H -1.1097 0.6669 3.7066 0.10
H -2.6840 2.0856 4.9987 0.10
O -0.7636 1.6050 -0.3319 -0.01